# C25H26BrClF4O16

A molecular structure, C25H26BrClF4O16 in a non-equilibrium geometry (wB97M-V/def2-TZVPD, the OMol25 dataset).

```
73
Properties=species:S:1:pos:R:3:forces:R:3
Cl 0.7537 4.3644 -0.2406 0.06 -0.01 0.13
C 5.7458 6.5872 -0.9078 -0.12 -0.08 -0.02
C -0.9985 -2.5399 5.8022 -0.17 0.05 0.07
H -0.7909 -2.7431 3.6344 -0.08 -0.15 -0.03
F -3.3369 -0.8603 -7.4118 -0.01 -0.04 0.16
H -5.0768 -2.4220 -2.5463 -0.61 0.10 0.66
O 5.2882 1.7086 1.1005 0.15 0.19 0.12
O -2.6348 -3.3259 4.4105 0.09 0.05 -0.02
O 4.4827 1.0732 3.0720 0.06 -0.09 0.02
H 3.9732 4.5116 0.6450 0.05 0.11 0.08
H -0.0765 1.9974 -1.6083 -0.04 0.01 -0.13
C 0.2002 -0.2139 0.7300 0.12 0.26 -0.42
O -4.4041 -2.6990 -3.5209 2.54 -2.25 -3.79
C 4.2238 5.0357 -0.2709 0.01 0.05 0.11
C 5.6309 0.2499 2.8268 -0.01 -0.04 0.08
C 0.6184 1.7638 -0.7983 -0.13 -0.05 0.00
H -1.1535 2.5660 1.9089 -0.04 -0.01 0.13
O -2.1728 -2.8366 6.5335 0.15 -0.17 0.00
C 4.2655 1.8394 1.9871 0.01 -0.17 0.02
H -4.2787 0.5660 -5.5865 0.05 -0.03 -0.03
H -3.1494 -3.7955 1.0708 -0.06 -0.09 0.12
H 1.0396 2.5114 1.1613 0.09 0.07 0.14
H -1.3882 -4.1800 -0.9711 0.10 -0.24 -0.04
C 6.3565 1.0372 1.7554 -0.08 -0.02 -0.07
H -2.9457 -2.4452 -1.6579 -0.04 -0.12 0.06
H 3.3250 5.1550 -0.8728 0.04 -0.03 -0.10
H -2.6110 -2.1373 0.8593 -0.10 0.06 0.27
C 5.3287 4.3804 -1.0676 -0.01 0.11 -0.12
O -4.0231 -4.0342 6.0371 -0.09 0.00 0.05
O -5.2978 -0.9320 -4.5835 0.24 -0.43 0.16
C -4.4804 -1.9986 -4.4761 -0.08 1.29 -1.56
F 4.8558 3.5410 -2.0210 -0.02 0.07 -0.03
F -0.4705 -1.3742 6.2511 -0.08 0.02 0.00
C -0.1847 -1.8579 -1.5425 -0.12 0.14 -0.03
O 1.4025 -0.3862 -2.5262 -0.19 0.11 -0.08
H 6.2045 0.1172 3.7387 -0.09 0.12 0.07
O 4.7928 6.3233 0.0138 -0.04 -0.10 -0.02
O 3.3221 2.5402 1.8253 -0.07 0.01 -0.07
C -1.2877 -3.5830 -0.0704 -0.32 -0.12 0.19
Br -0.8559 -2.5075 -3.1685 0.36 -0.14 -0.34
H -1.8568 -1.4225 4.1694 0.02 0.04 0.09
O 0.5102 -2.3057 1.7953 -0.29 0.17 0.08
H -5.8825 0.1646 -6.2512 -0.09 -0.11 0.13
H -0.2692 -3.3356 5.9623 0.09 0.07 0.03
O 6.3234 7.6131 -1.0181 0.03 0.09 -0.05
C 0.6431 -0.6214 -1.6208 0.10 -0.08 -0.09
C -1.5127 -2.4360 4.3837 0.00 -0.03 -0.12
O 5.9612 5.4868 -1.6866 0.13 -0.09 0.16
C -2.6914 -3.1060 0.3713 0.19 0.07 -0.53
H 0.0698 0.3828 1.6183 0.16 -0.03 0.23
H 5.3087 -0.7192 2.4450 0.04 0.00 -0.07
H 6.0637 3.8417 -0.4681 -0.02 -0.11 -0.05
C -4.3208 -1.3309 -6.6157 0.05 0.18 -0.11
C -3.5358 -2.9369 -0.8845 0.16 0.01 0.51
H -1.5853 3.6542 0.6240 -0.14 0.09 -0.17
C -4.9822 -0.2393 -5.7991 -0.01 0.05 -0.07
F 6.9965 0.2448 0.8694 -0.09 -0.02 -0.02
C 0.1191 -1.6820 0.8306 0.26 -0.15 0.21
C 0.3416 2.7032 0.3567 -0.05 0.27 -0.34
H -1.6869 1.9019 0.3821 -0.09 -0.06 -0.17
O -5.4746 -1.9100 -1.8258 -1.60 1.24 3.95
C -4.7611 -2.0910 -0.7010 -0.97 0.46 -0.91
H -3.8258 -3.9112 -1.2749 0.03 -0.09 -0.15
C -1.1109 2.7049 0.8311 0.17 -0.13 0.40
C -3.0525 -3.4565 5.6923 0.05 0.10 -0.08
C 0.4648 0.3168 -0.4669 -0.07 0.06 0.31
H 7.0603 1.7792 2.1359 0.07 -0.03 -0.05
H 1.6105 1.9264 -1.2129 0.17 0.02 0.00
H -5.0071 -1.9267 -7.2192 0.06 -0.01 -0.06
H -0.8217 -4.1820 0.7058 0.16 -0.02 0.09
O -5.0761 -1.5544 0.3220 0.11 0.18 0.79
C -0.4551 -2.3896 -0.3555 0.07 -0.27 -0.15
O -3.7564 -2.1600 -5.6096 -0.22 -0.34 0.46
```
Forces are in eV/Å.

Results
E_HOMO	-9.687	eV
E_LUMO	-1.427	eV
charge	0
frontier orbital gap	0.30358	hartree
energy relative to the best compared isomer or geometry (same formula, charge and spin)	1.212	eV

# C2H2BrN

2 unconnected molecules or ions with the total composition C2H2BrN in a non-equilibrium geometry (wB97M-V/def2-TZVPD, the OMol25 dataset).

```
6
Properties=species:S:1:pos:R:3:forces:R:3
H -0.1936 0.4171 -1.0242 0.59 0.95 -0.74
H -0.0969 0.2640 1.1395 0.48 -0.77 -1.60
C 0.3056 -0.4822 -0.7686 -1.35 -1.50 2.72
Br 2.0829 -1.0095 -0.9779 -0.21 0.60 -0.10
C -0.6371 -1.5851 -0.7479 0.91 1.39 -0.50
N -1.4634 -2.3539 -0.9486 -0.42 -0.67 0.23
```
Forces are in eV/Å.

Results
E_HOMO (spin up / spin down)	-9.666 / -10.594	eV
E_LUMO (spin up / spin down)	-1.103 / -1.534	eV
charge	0
frontier orbital gap (spin up / spin down)	0.31470 / 0.33295	hartree
energy relative to the best compared isomer or geometry (same formula, charge and spin)	3.822	eV

# C50H32F9N6O4PV

A molecular structure, C50H32F9N6O4PV in a non-equilibrium geometry (wB97M-V/def2-TZVPD, the OMol25 dataset).

```
103
Properties=species:S:1:pos:R:3:forces:R:3
N -0.8578 -2.3466 -0.3726 -0.87 -0.32 0.09
F 2.9799 5.8967 -2.7171 -0.39 0.00 0.05
N 1.6409 -3.0838 -0.5009 1.05 -1.38 -0.72
C 1.7591 2.7778 2.2885 -0.04 0.05 -0.02
C 2.7636 -1.4062 4.1730 -0.11 -0.01 -0.06
H 4.1275 -1.7710 0.6425 -0.05 0.04 -0.02
C 2.0362 -5.4224 -0.7469 0.17 -0.10 -0.18
C -0.9736 -0.2474 -3.7228 -0.01 0.02 0.07
F 1.3732 6.9714 -1.7286 -0.02 -0.11 -0.08
H -3.8518 -3.1434 0.9368 0.02 -0.02 0.02
C -1.5243 0.4565 -2.6568 0.04 -0.38 0.08
C -1.5974 -0.2651 -4.9615 -0.03 0.01 -0.06
C -1.6955 1.4033 1.3781 0.02 -0.06 -0.01
C 0.5006 -1.8823 3.1743 -0.21 -0.20 0.27
H -4.3175 -3.6776 -1.4471 0.00 -0.03 0.01
N 2.4288 -1.7420 1.8246 0.40 -0.14 0.54
C -2.6208 1.3738 2.4090 -0.02 -0.01 -0.05
C -2.3284 -3.1401 -2.0788 -0.10 -0.08 0.05
H 3.0450 5.8596 2.7221 0.02 0.00 -0.01
C 1.0274 4.6778 -2.1998 0.07 0.05 0.04
H -5.0394 -0.4531 0.9035 0.01 -0.02 0.01
H 0.6554 -4.5122 0.6174 0.00 0.06 0.00
C -2.1246 -2.6344 3.0440 0.18 0.15 -0.46
H -1.1705 -0.8156 -5.7887 0.01 -0.01 0.02
H -2.4196 1.8848 3.3406 0.02 -0.03 0.01
F -4.5336 1.3991 4.3718 -0.03 -0.02 -0.05
N -0.1105 -1.9141 1.9779 -0.94 -0.50 1.51
O -3.2851 -3.7337 5.3032 -0.05 -0.05 0.24
H 3.9803 -3.6307 -2.8610 0.00 -0.03 0.00
C 2.1409 1.0379 0.6230 -0.01 -0.14 -0.45
H -4.2327 1.7376 -4.2497 0.00 0.00 0.03
V 0.9081 -1.4417 0.3715 -1.80 0.86 0.01
H -0.3414 5.5345 -0.7991 -0.02 -0.03 0.04
C 3.2442 -3.8725 -2.1064 -0.06 0.32 -0.04
F -4.8220 0.2449 -6.2930 0.09 0.01 -0.03
H -3.1518 -2.9717 3.0013 0.01 -0.08 0.11
C 1.9297 4.0276 2.8391 -0.06 -0.02 0.07
C 2.4922 2.3514 1.1727 0.15 -0.02 -0.05
O -1.5809 -2.9267 6.6107 -0.17 -0.19 0.10
C -4.7664 0.5179 3.3926 -0.06 -0.15 0.13
F -6.0431 0.6597 3.0017 0.06 0.02 -0.01
H -0.7647 1.9286 1.5196 0.06 0.00 0.05
C -3.8086 0.6794 2.2422 0.03 0.01 0.01
H -2.4780 -3.3902 -3.1193 0.03 0.06 -0.02
P -0.6066 0.5239 -1.0557 -0.51 0.82 -0.46
C -1.4852 -2.6127 4.2729 -0.33 -0.34 0.82
O 4.2716 2.8148 -0.3661 -0.03 -0.13 -0.14
C -2.2278 -3.1692 5.5899 0.41 0.52 -0.81
C 0.0235 2.2182 -1.4130 0.12 -0.05 0.21
C -2.7847 0.4260 -5.1325 0.02 -0.01 0.02
H 4.7895 -1.1167 4.8111 0.00 -0.01 0.00
C -1.9442 0.7442 0.1728 0.05 -0.14 0.06
H 1.3553 1.4005 -2.8981 0.05 -0.04 0.06
C -3.3462 -3.3118 -1.1430 0.13 0.04 -0.02
C 1.6269 5.9931 -2.6102 0.39 0.16 -0.04
C 4.1283 -1.3060 3.9766 0.01 0.01 -0.14
C -3.1624 0.0819 0.0125 0.01 0.19 -0.05
F 1.1764 6.3970 -3.8077 -0.01 -0.02 0.05
H 3.7241 -1.0713 -2.1792 0.02 0.02 0.01
C 2.5763 -2.8387 -1.4512 -0.16 -0.66 0.04
C -3.3224 1.1740 -4.0921 0.04 -0.02 -0.01
H -3.3928 -0.4144 -0.9209 0.01 -0.02 0.01
C -3.0930 -3.0112 0.1790 0.08 -0.09 0.07
C -1.3982 -2.3059 1.9128 -0.09 -0.05 0.45
H 0.3491 -2.2875 5.2995 -0.10 0.01 0.07
H 1.0480 2.0840 2.7174 -0.02 0.05 -0.03
C 3.7520 -1.6640 1.6504 0.08 -0.04 0.05
N 2.8157 0.5199 -0.4057 0.21 0.74 -0.08
H 1.8105 -6.4300 -0.4295 -0.03 0.02 0.02
C 1.4904 3.5215 -2.8133 0.02 -0.02 0.07
H 4.4544 5.1063 0.8604 -0.02 0.03 -0.06
F -3.0609 -0.5835 -7.2493 -0.03 0.07 0.03
C 1.3972 -4.3540 -0.1569 -0.19 0.01 0.02
H -0.2928 -2.5292 -2.3459 -0.02 0.00 0.05
C -1.1119 -2.6598 -1.6501 0.08 -0.11 -0.10
C -3.4981 0.4087 -6.4577 -0.03 0.06 -0.09
C 4.6334 -1.4586 2.6926 0.02 -0.02 0.15
H 3.4881 -5.9983 -2.2286 0.00 0.01 -0.02
F -3.3196 1.5648 -7.1211 -0.02 -0.10 0.04
C -2.6899 1.1940 -2.8625 -0.01 0.00 -0.05
C -1.8347 -2.5353 0.5370 -0.09 -0.17 -0.29
H 5.6954 -1.4112 2.5010 -0.01 0.01 -0.04
C 2.9112 -1.4448 -1.5677 0.09 0.74 0.22
C -4.0927 0.0554 1.0370 -0.03 0.04 0.02
H 2.3332 -1.2971 5.1579 -0.02 -0.03 0.00
C 0.0309 4.6203 -1.2409 0.08 0.07 -0.07
H -1.2841 3.3559 -0.1357 0.04 0.02 0.04
N 2.3209 -0.6920 -0.6869 2.06 0.34 -1.61
H -3.1042 1.7949 -2.0643 -0.02 0.00 0.02
H 4.8827 3.5274 -0.5880 -0.02 0.02 -0.01
C -0.1520 -2.2413 4.3417 0.11 0.28 -0.39
H 1.3288 4.3410 3.6814 0.04 -0.01 0.02
C 1.9430 -1.6441 3.0795 0.29 -0.02 0.04
C 3.6755 4.4579 1.2446 -0.01 0.01 -0.04
C 0.9933 2.2988 -2.4125 0.06 0.00 0.04
H 2.2447 3.5785 -3.5861 0.03 0.01 0.01
H -0.0375 -0.7798 -3.5927 -0.02 0.00 -0.03
O 1.1464 0.3968 1.1373 0.26 0.34 0.24
C -0.4806 3.3891 -0.8577 -0.02 -0.14 0.05
C 2.8922 4.8748 2.3005 0.01 0.00 0.03
C 3.4923 3.2045 0.6593 -0.21 -0.02 0.23
C 2.9721 -5.1776 -1.7495 -0.16 -0.04 0.16
F -4.6442 -0.7174 3.9157 -0.05 0.15 -0.03
```
Forces are in eV/Å.

Results
E_HOMO (spin up / spin down)	-9.953 / -9.941	eV
E_LUMO (spin up / spin down)	-4.285 / -4.619	eV
charge	+1
frontier orbital gap (spin up / spin down)	0.20829 / 0.19559	hartree
spin multiplicity	3